ORCA calculation (the ωB97M-V functional and the def2-TZVPD basis) on 2 unconnected molecules or ions with the total composition C14H16O.

Each line ends with the Löwdin charge.
Element x y z (Å)
O  -4.643062  0.004290  -1.028841  0.047
C  4.150087  -0.486341  0.278362  -0.054
C  -3.364737  0.544125  0.745655  -0.002
C  -0.092582  2.433609  1.351910  -0.040
C  -2.230298  0.998442  1.362733  -0.053
C  -2.580160  1.405176  -1.340673  -0.041
C  2.893397  -1.180132  -0.109701  -0.280
C  0.617053  -1.568681  0.475527  -0.115
C  1.444851  -2.597774  -1.531478  -0.080
C  1.818130  -0.942906  0.689056  -0.084
C  -1.331232  1.795175  0.678900  -0.248
C  -1.422748  1.976382  -0.755192  -0.015
C  0.393558  -2.349200  -0.600076  -0.096
C  -3.512222  0.672548  -0.634857  -0.319
C  2.650581  -2.052216  -1.208640  -0.055
H  3.475755  -2.564753  -1.766985  0.123
H  1.917486  -0.185549  1.388441  0.072
H  4.478628  0.153776  -0.520007  0.071
H  0.709054  1.690417  1.245739  0.057
H  -2.937080  1.675568  -2.377036  0.130
H  -4.424694  -0.603834  -1.703211  0.083
H  -0.241010  2.650046  2.420418  0.082
H  -4.081029  0.193645  1.293886  0.063
H  0.203427  3.297624  0.833428  0.051
H  -0.203571  -1.413119  1.162154  0.101
H  -1.907599  0.732048  2.321995  0.100
H  -0.699560  -2.733431  -0.682375  0.133
H  3.996588  0.219641  1.184288  0.107
H  -1.000758  2.652070  -1.492267  0.105
H  1.121718  -3.140932  -2.343717  0.074
H  4.802028  -1.275715  0.662565  0.085

Cartesian forces, eV/Å:
O -0.706 1.298 -0.347
C -0.201 0.446 1.639
C 4.139 2.011 -2.823
C -0.988 -2.224 0.521
C 0.760 1.048 -1.403
C -0.824 0.390 -1.744
C -1.040 -0.524 -0.715
C -1.072 0.442 1.143
C -2.411 1.636 3.479
C -0.280 -0.375 -0.883
C 2.483 1.380 -2.388
C -3.390 -0.850 1.190
C -1.804 -1.165 -1.371
C 0.255 -0.458 2.689
C 2.754 -1.156 -0.707
H -0.223 1.354 0.272
H 0.035 1.025 1.714
H 0.917 -0.155 -0.377
H 0.075 0.301 0.236
H 1.029 -0.452 0.866
H 0.258 -0.915 -1.330
H -0.007 -0.056 -0.389
H -4.131 -2.705 2.857
H 0.328 1.230 -0.594
H -0.038 0.191 0.103
H -0.363 -0.137 1.697
H 2.196 0.380 -0.347
H -0.067 -1.200 -1.454
H 1.098 0.135 0.958
H 0.450 -1.365 -1.947
H 0.768 0.471 -0.547

Results
* multiplicity: 1
* LUMO: 0.02886 hartree
* SMILES: Cc1ccc(O)cc1.Cc1ccccc1
* E_HOMO: -8.44 eV
* frontier orbital gap: 9.2 eV
* relative energy (zero: lowest compared OMol25 entry of this formula, charge and spin): 60.07 kcal/mol